Formula: C24H58OsP2Si4Te
Source: the OMol25 dataset
Level of theory: wB97M-V/def2-TZVPD

2S+1 = 5
max |F| = 5.5 eV/Å
net charge = +2
highest occupied orbital energy (spin up / spin down) = -11.5 / -11.4 eV
energy relative to the best compared isomer or geometry (same formula, charge and spin) = 0.000 eV
gap between HOMO and LUMO (spin up / spin down) = 0.186 / 0.079 Eh

Last column: Mulliken charge in e.
Cartesian coordinates (Å):
P  0.19434  -1.41232  -6.62364  0.68
P  0.01082  1.81208  -6.51023  0.70
C  -0.20721  -0.47295  -8.19986  -1.05
C  0.28696  0.97933  -8.17130  -1.07
H  -1.30176  -0.50287  -8.31439  0.43
H  0.23941  -1.01675  -9.04646  0.47
H  1.36947  1.01973  -8.36787  0.43
H  -0.22236  1.57653  -8.94333  0.48
C  -1.59035  2.66032  -6.85972  -1.35
H  -1.80732  3.35434  -6.03482  0.36
H  -2.40658  1.92549  -6.90785  0.34
H  -1.55243  3.22374  -7.80376  0.41
C  1.15932  3.23012  -6.71742  -1.36
H  0.98544  3.76490  -7.66227  0.39
H  2.19774  2.87039  -6.69294  0.36
H  1.02139  3.92767  -5.87956  0.38
C  -0.96415  -2.82065  -6.83824  -1.32
H  -0.76244  -3.57128  -6.06136  0.38
H  -0.86095  -3.29032  -7.82703  0.39
H  -1.99833  -2.47002  -6.71178  0.35
C  1.76576  -2.22432  -7.14788  -1.35
H  2.57484  -1.48262  -7.20774  0.35
H  1.65807  -2.72414  -8.12177  0.39
H  2.04547  -2.96991  -6.38959  0.37
Os  -0.00347  -0.10814  -0.24964  0.31
C  0.69654  1.52268  -1.46522  -0.31
C  -0.74292  1.44811  -1.54617  -0.62
C  -1.49357  0.74230  -2.64262  -0.16
C  -1.87716  -0.71174  -2.27776  -1.02
C  -0.85511  -1.42902  -1.46173  -0.48
C  0.59632  -1.34767  -1.68542  -0.50
C  1.22136  -0.58062  -2.81737  -0.04
C  1.64499  0.85136  -2.40709  -0.97
C  0.10455  -1.50108  1.41656  -0.65
H  1.09840  2.33498  -0.85882  0.75
H  -1.29426  2.19953  -0.96943  0.64
H  -0.93212  0.76610  -3.58625  -0.40
H  -2.42366  1.30317  -2.82929  0.58
H  -2.78925  -0.69166  -1.65771  0.40
H  -2.13675  -1.27107  -3.18042  0.40
H  -1.18140  -2.28125  -0.88912  0.79
H  1.18425  -2.13366  -1.22394  0.65
H  0.56699  -0.55117  -3.69846  -0.55
H  2.12276  -1.12769  -3.13098  0.62
H  2.61521  0.79525  -1.88565  0.42
H  1.81458  1.46147  -3.30094  0.31
H  0.86426  -1.40409  2.20983  -0.18
H  0.40678  -2.56565  0.98175  0.52
H  -0.98296  -1.68230  1.92817  0.06
C  -3.40530  -0.27328  4.43434  -1.02
Si  -1.91595  -1.10173  5.19057  0.70
C  -2.03412  -1.06252  7.05053  -1.05
C  -1.90736  -2.87734  4.62331  -1.04
Si  -0.00201  -0.01411  4.62880  0.20
Te  -0.05679  0.57756  2.16908  -0.46
Si  0.00099  2.22690  5.13051  0.32
C  0.00762  2.38365  6.98568  -1.05
C  1.50315  3.06785  4.41183  -0.90
C  -1.50822  3.06583  4.42243  -0.90
Si  1.91727  -1.10240  5.19037  0.50
C  2.02504  -1.09012  7.05021  -1.04
C  1.91707  -2.86671  4.58608  -1.04
C  3.40851  -0.25963  4.45341  -1.07
H  -4.28106  -0.85360  4.74088  0.42
H  -3.33076  -0.28043  3.34419  0.27
H  -3.50992  0.75052  4.79320  0.31
H  -2.95104  -1.59421  7.32224  0.43
H  -1.17917  -1.56947  7.50169  0.30
H  -2.09366  -0.03572  7.41463  0.27
H  -1.83224  -2.94717  3.53496  0.33
H  -1.09197  -3.43183  5.08848  0.33
H  -2.85953  -3.31304  4.94179  0.42
H  0.90327  1.92604  7.40738  0.30
H  0.00888  3.45402  7.21060  0.42
H  -0.88467  1.92651  7.41483  0.30
H  1.52072  2.96104  3.32473  0.30
H  1.42458  4.12834  4.67352  0.40
H  2.41903  2.66140  4.84379  0.28
H  -1.53396  2.95870  3.33541  0.29
H  -2.41967  2.65790  4.86191  0.28
H  -1.42912  4.12638  4.68293  0.40
H  1.17095  -1.60913  7.48850  0.31
H  2.94400  -1.61950  7.31906  0.43
H  2.07556  -0.06803  7.42852  0.27
H  1.85156  -2.91506  3.49491  0.32
H  2.86686  -3.30705  4.90328  0.43
H  1.09970  -3.43354  5.03149  0.33
H  3.34018  -0.24744  3.36311  0.30
H  3.51078  0.75798  4.83095  0.31
H  4.28420  -0.84387  4.75302  0.41

Force components x, y, z for each atom (eV/Å):
P 0.0 -0.2 -0.4
P 0.0 0.3 -0.4
C 0.0 -0.1 0.3
C 0.0 0.1 0.4
H 0.3 0.0 0.0
H -0.3 0.1 0.2
H -0.3 0.0 0.0
H 0.3 -0.1 0.1
C -0.1 0.1 0.1
H 0.0 -0.1 -0.2
H 0.2 0.2 0.0
H -0.1 -0.1 0.3
C 0.1 0.2 0.0
H 0.1 -0.1 0.2
H -0.3 0.1 0.0
H 0.1 -0.1 -0.2
C -0.1 -0.2 -0.1
H -0.1 0.1 -0.2
H -0.1 0.1 0.2
H 0.3 -0.1 -0.1
C 0.1 -0.1 0.1
H -0.2 -0.2 0.0
H 0.1 0.1 0.3
H 0.0 0.2 -0.2
Os 0.5 1.5 2.8
C -1.7 0.4 -0.2
C 1.3 0.6 0.1
C -0.6 0.1 -0.7
C -0.9 0.3 0.0
C 1.3 -1.4 -1.8
C -1.1 -1.5 -1.4
C 0.5 0.0 -0.8
C 0.7 -0.3 0.0
C -1.6 -4.8 0.0
H 0.0 -0.1 0.0
H 0.2 -0.2 -0.2
H -0.1 0.1 0.3
H 0.3 -0.2 0.0
H 0.1 0.0 -0.3
H 0.1 0.0 0.0
H -0.2 -0.3 0.1
H 0.1 -0.2 -0.1
H 0.2 -0.1 0.2
H -0.3 0.2 0.0
H -0.2 0.1 -0.2
H -0.1 0.0 0.0
H -0.2 -1.0 -0.2
H -0.6 1.9 0.3
H 2.6 -0.2 -1.0
C 0.3 0.0 0.1
Si -1.5 -0.9 0.2
C 0.3 0.2 -0.2
C 0.2 0.2 0.0
Si 0.0 0.5 -0.1
Te -0.3 4.9 2.4
Si 0.0 1.1 0.5
C 0.0 -0.1 -0.3
C -0.1 -0.2 0.2
C 0.1 -0.2 0.2
Si 1.5 -0.9 0.1
C -0.3 0.2 -0.2
C -0.2 0.2 0.0
C -0.3 0.0 0.1
H 0.0 0.1 -0.1
H -0.2 0.1 0.0
H -0.2 0.0 -0.1
H 0.1 0.0 0.0
H -0.1 0.1 0.2
H 0.0 -0.1 0.2
H 0.0 -0.2 0.1
H -0.1 -0.1 -0.1
H 0.1 -0.1 -0.1
H -0.1 0.1 0.2
H 0.0 -0.1 0.2
H 0.1 0.1 0.2
H 0.2 0.2 0.0
H 0.1 -0.1 -0.1
H 0.1 0.2 -0.1
H -0.2 0.2 0.0
H -0.1 0.2 -0.1
H -0.1 -0.1 -0.1
H 0.1 0.1 0.2
H -0.1 0.0 0.0
H 0.0 -0.1 0.2
H 0.0 -0.2 0.1
H -0.1 -0.1 -0.1
H 0.1 -0.1 -0.1
H 0.2 0.1 0.0
H 0.2 0.0 -0.1
H 0.0 0.1 -0.1



Formula: C24H58P2ReSi4
Source: the OMol25 dataset
Level of theory: wB97M-V/def2-TZVPD

2S+1 = 4
max |F| = 10.0 eV/Å
net charge = +2
highest occupied orbital energy (spin up / spin down) = -12.9 / -13.0 eV
energy relative to the best compared isomer or geometry (same formula, charge and spin) = 4.845 eV
gap between HOMO and LUMO (spin up / spin down) = 0.186 / 0.178 Eh

Last column: Mulliken charge in e.
Cartesian coordinates (Å):
P  -0.48403  3.44200  -2.26711  0.94
P  0.17389  0.44011  -4.32759  1.46
C  0.61431  3.29663  -3.71751  -0.47
C  -0.01711  2.27440  -4.70234  -1.58
H  1.59515  2.97338  -3.31842  -0.13
H  0.78824  4.32137  -4.12312  0.79
H  -1.08742  2.47904  -4.81066  0.62
H  0.49292  2.36473  -5.66223  0.53
C  1.97389  0.66021  -4.43982  -1.62
H  2.60211  -0.20749  -4.27785  0.31
H  2.34246  1.51937  -3.90389  0.35
H  2.05282  0.94254  -5.48734  0.78
C  0.21538  -0.53887  -5.87821  -1.17
H  0.81150  0.11619  -6.50770  0.55
H  -0.73511  -0.68526  -6.38398  0.46
H  0.75229  -1.48682  -5.76191  0.27
C  0.17386  5.36616  -2.04519  -1.42
H  -0.33070  5.87527  -1.20794  0.44
H  0.02910  5.98963  -2.94554  0.48
H  1.25075  5.43975  -1.79528  0.37
C  -2.17545  3.75986  -2.82411  -1.46
H  -2.45555  2.93734  -3.49362  0.43
H  -2.20631  4.75487  -3.28712  0.44
H  -2.78920  3.73649  -1.91137  0.45
Re  -1.03045  -0.14331  -2.76888  0.85
C  3.72542  1.98425  -1.43967  -0.33
C  4.45550  3.12131  -1.34187  -0.87
C  4.26052  4.32831  -0.42651  -0.59
C  3.48371  3.97745  0.83955  -0.60
C  2.07852  4.45629  0.85356  -0.83
C  1.15303  3.82058  0.16137  -0.66
C  1.27227  2.37399  -0.41038  1.33
C  2.51122  1.47616  -0.71205  0.83
C  -2.40659  0.48932  -1.33985  -1.40
H  4.13951  1.23870  -2.14036  0.37
H  5.32430  3.17447  -2.04909  0.34
H  3.77943  5.08123  -1.06384  0.33
H  5.18910  4.82298  -0.10332  0.41
H  3.43314  2.87779  0.86820  0.01
H  3.93933  4.37525  1.76247  0.53
H  1.86175  5.30419  1.52905  0.41
H  0.12354  4.18441  0.27115  0.90
H  0.92437  2.22501  -1.45835  -1.45
H  0.60482  1.72101  0.19361  0.07
H  2.73728  0.75367  0.07878  0.19
H  2.09084  0.77466  -1.44414  -0.95
H  -3.22012  -0.25768  -1.29553  0.44
H  -2.72242  1.53578  -1.48261  0.23
H  -1.82434  0.41377  -0.41850  0.35
C  3.03203  -1.96049  1.64581  -1.22
Si  1.16809  -2.11508  1.27712  0.37
C  0.85287  -3.81604  2.08706  -1.18
C  0.35175  -0.97207  2.54705  -1.26
Si  0.19055  -1.58722  -1.19630  -0.55
Si  1.98014  -3.14826  -1.64780  0.42
C  2.39375  -4.79717  -0.79424  -1.26
C  1.52414  -3.67151  -3.39935  -0.67
C  3.65303  -2.29214  -1.72032  -1.00
Si  -1.50883  -3.14135  -1.18793  0.56
C  -1.14797  -5.01504  -1.31328  -1.05
C  -2.44289  -2.61464  0.44317  -0.72
C  -2.53038  -1.49617  -3.25126  -1.90
H  3.19606  -2.20178  2.71086  0.47
H  3.40536  -0.94025  1.48511  0.34
H  3.66413  -2.64925  1.07062  0.38
H  1.17532  -3.73595  3.14002  0.46
H  -0.20679  -4.09781  2.08515  0.33
H  1.42334  -4.63843  1.64161  0.43
H  0.71823  0.05972  2.45924  0.36
H  -0.74309  -0.94699  2.48079  0.40
H  0.60933  -1.32183  3.56198  0.46
H  1.54804  -5.48658  -0.69219  0.37
H  3.12745  -5.28096  -1.45914  0.48
H  2.87741  -4.69370  0.18373  0.41
H  1.30892  -2.81877  -4.05406  -0.26
H  2.41412  -4.19523  -3.78073  0.49
H  0.67883  -4.36562  -3.45025  0.22
H  3.66521  -1.49050  -2.46670  0.15
H  4.00650  -1.87456  -0.77243  0.34
H  4.38206  -3.05597  -2.03290  0.48
H  -0.60914  -5.38821  -0.42815  0.31
H  -2.10490  -5.55593  -1.38117  0.47
H  -0.56871  -5.28742  -2.20530  0.31
H  -3.03336  -1.66731  0.38086  0.29
H  -3.12896  -3.46573  0.65754  0.50
H  -1.74059  -2.53213  1.31063  -0.05
H  -3.07930  -0.77945  -3.90376  0.55
H  -2.29637  -2.42501  -3.81978  0.44
H  -3.24892  -1.75094  -2.41310  0.60

Force components x, y, z for each atom (eV/Å):
P 0.0 2.9 -0.2
P 6.7 3.2 -6.7
C -0.3 -0.5 -0.3
C -0.3 0.3 -0.5
H -0.5 0.3 -0.2
H -0.3 -1.1 -0.4
H 0.3 0.2 -0.4
H -0.3 0.0 -0.3
C 1.1 0.0 0.1
H -0.1 -0.2 0.2
H 0.2 -0.2 0.5
H 0.4 0.0 0.0
C -0.9 0.3 -0.7
H -0.1 -0.2 -0.4
H -0.2 -0.2 0.2
H -0.2 0.3 0.3
C -0.3 -0.5 0.8
H 0.0 -0.4 -0.3
H -0.4 -0.7 0.0
H -0.6 -0.6 -0.2
C 0.3 0.6 -0.4
H -0.4 0.4 0.1
H -0.6 -0.4 -0.2
H 0.0 0.1 -0.4
Re -4.3 -3.1 8.3
C 1.2 0.7 0.1
C 0.4 -0.4 -0.4
C 0.3 -0.1 -0.4
C -0.2 -0.3 0.7
C 0.2 0.2 0.3
C -0.7 -1.6 0.7
C 0.7 -0.6 -0.8
C 0.1 -0.3 0.2
C -0.8 0.3 0.1
H -0.2 0.4 0.3
H -0.9 0.1 0.7
H -0.2 0.1 0.3
H 0.1 -0.6 -0.6
H 0.4 0.5 0.6
H 0.3 -0.4 -0.6
H -0.2 -0.3 -0.9
H 0.3 -0.4 -0.2
H -0.2 1.0 1.7
H 0.0 0.5 -0.3
H 0.5 0.5 0.5
H -0.1 -0.2 -0.1
H 0.1 1.0 0.2
H -0.2 -0.6 0.2
H 0.0 0.2 0.2
C 0.3 0.4 -0.9
Si 0.0 0.3 2.4
C -0.5 -0.4 -0.9
C -0.1 0.4 -0.3
Si 1.4 -0.9 0.5
Si 0.8 -0.3 -1.5
C -0.4 0.1 0.5
C 0.4 -0.2 -0.2
C 0.0 0.3 -0.1
Si 1.3 0.1 3.0
C -1.1 0.2 -0.9
C -1.1 -1.0 -0.8
C -0.5 -0.8 0.0
H -0.5 0.1 -0.3
H 0.0 -0.2 0.0
H -0.2 0.2 0.2
H -0.1 0.3 -0.4
H 0.2 -0.1 0.1
H -0.2 0.2 0.1
H -0.1 -0.2 0.0
H 0.2 0.1 0.0
H 0.0 0.0 -0.4
H 0.2 0.1 0.0
H -0.2 0.3 0.0
H -0.1 0.0 -0.3
H 0.1 -0.1 0.1
H -0.3 0.0 -0.2
H 0.2 0.1 0.0
H 0.0 -0.1 0.1
H -0.1 0.0 -0.3
H -0.2 0.2 0.0
H -0.2 0.5 0.0
H 0.2 0.0 0.2
H -0.2 0.2 0.3
H 0.5 -0.8 0.0
H 0.1 0.7 0.2
H -0.2 -0.1 -1.0
H -0.3 -0.5 0.1
H 0.0 0.7 0.1
H 0.5 0.2 -0.9



> Look up the net charge of the second one.

+2